Record 1
Below is an isolated molecule of C9H16N2O, with properties calculated with ωB97M-V/def2-TZVPD.

```
28
C9H16N2O ωB97M-V/def2-TZVPD
H -0.507 -2.465 2.228
H 2.173 -0.692 -1.321
C -2.109 0.379 0.656
H 0.853 -1.990 1.194
N -0.984 -1.748 0.277
C 1.925 1.515 -1.536
C 1.414 0.817 -2.768
H 0.407 0.426 -2.755
H -2.815 0.764 1.391
C 2.453 0.159 -1.924
C -0.168 -1.724 1.485
C -0.202 -0.323 2.117
H -1.089 -2.704 -0.046
H -0.890 -0.304 2.962
H 1.706 1.217 -3.727
O 1.160 2.714 0.360
H 0.164 -0.130 -0.605
H -2.933 -1.369 -0.339
H 3.464 0.105 -2.300
C -0.676 0.712 1.090
C -2.286 -1.142 0.510
H -2.307 0.878 -0.293
H -0.626 1.717 1.519
H 2.584 2.362 -1.687
N 0.197 0.719 -0.061
H 0.788 -0.052 2.482
H -2.764 -1.553 1.415
C 1.069 1.711 -0.325
```

Summary:
Multiplicity: 1
LUMO level in hartree: 0.0302
Relative energy (zero: lowest compared OMol25 entry of this formula, charge and spin) in kcal/mol: 17.25
Charge: 0
E_HOMO in eV: -9.1
HOMO-LUMO gap in eV: 10.0

Record 2
Below is C12H29IN2O4 as an isolated structure, with properties calculated with ωB97M-V/def2-TZVPD.

```
48
C12H29IN2O4 ωB97M-V/def2-TZVPD
C 16.011 -5.931 -2.228
H 16.152 -2.579 -1.815
O 16.743 -4.957 -2.029
H 15.516 -2.080 2.634
H 16.924 1.427 -1.874
O 15.574 -3.028 -0.057
H 15.650 0.446 -3.902
H 16.144 -1.015 -2.110
C 15.557 -3.603 1.058
C 15.443 -4.139 3.338
H 15.619 1.293 0.635
H 15.188 -5.086 -3.849
H 14.639 -3.699 3.928
C 15.787 0.313 0.188
H 16.196 -4.454 4.060
C 15.834 1.416 -1.884
H 14.670 -6.726 -3.588
H 16.895 -7.073 -0.645
C 15.109 -5.334 2.469
H 15.993 -8.047 -1.896
H 17.420 -1.061 0.048
H 15.319 -0.417 0.847
N 15.173 0.310 -1.140
C 17.262 -0.017 0.319
H 15.829 -1.985 -3.268
C 15.422 1.354 -3.342
O 14.985 -4.791 1.209
H 15.792 2.168 -3.965
C 13.708 0.308 -1.055
H 13.448 0.524 -2.092
H 15.169 -7.120 -0.625
H 17.653 0.031 1.336
H 17.063 -2.961 2.396
C 16.026 -7.136 -1.299
H 13.496 -1.380 0.385
I 14.591 -2.500 -5.125
H 15.520 2.348 -1.414
H 12.204 -1.102 -0.825
H 15.858 -6.126 2.486
H 17.977 0.647 -0.167
H 14.125 -5.737 2.708
C 15.976 -3.036 2.385
O 16.334 -1.890 -2.457
H 13.374 1.191 -0.511
N 15.213 -5.928 -3.292
C 13.278 -1.089 -0.642
H 13.699 -1.934 -1.188
H 14.340 1.468 -3.403
```

Summary:
Multiplicity: 1
LUMO level in hartree: 0.0099
Charge: 0
E_HOMO in eV: -7.2
HOMO-LUMO gap in eV: 7.5

Record 3
Below is a 2-piece molecular cluster, C9H14O overall, with properties calculated with ωB97M-V/def2-TZVPD.

```
24
C9H14O ωB97M-V/def2-TZVPD
C 0.546 1.087 2.006
O -2.817 -0.058 2.384
H -0.022 0.925 -3.879
C 0.327 -0.965 0.777
C -0.898 -0.693 -2.552
C -0.733 0.976 2.530
H 0.762 -1.692 0.102
H -3.369 -0.617 1.854
H -1.671 -1.845 0.841
H -1.563 -0.166 -1.858
H -0.424 -1.411 -1.892
H 0.438 1.004 -2.271
H 1.163 1.969 2.118
C 1.105 0.118 1.173
C 0.199 0.260 -3.044
C 2.428 0.446 0.536
H 3.109 0.821 1.310
C -1.496 -0.077 1.999
H -1.539 -1.067 -3.338
H 1.139 -0.269 -3.190
H 2.404 1.127 -0.311
H 3.021 -0.423 0.219
C -1.015 -1.047 1.157
H -1.093 1.598 3.331
```

Summary:
Multiplicity: 1
LUMO level in hartree: 0.0320
Relative energy (zero: lowest compared OMol25 entry of this formula, charge and spin) in kcal/mol: 15.12
Charge: 0
E_HOMO in eV: -8.4
HOMO-LUMO gap in eV: 9.3